A molecular structure, C29H23F3N6O8Ru, computed with ωB97M-V/def2-TZVPD.

spin multiplicity	6
charge	-1
frontier orbital gap (alpha / beta)	0.2058 / 0.1948	Eh
HOMO level (alpha / beta)	-4.2 / -4.2	eV
expectation value of S²	8.758
LUMO (alpha / beta)	1.4 / 1.1	eV

The geometry in XYZ format:
```
70
Properties=species:S:1:pos:R:3:forces:R:3
H -3.036 4.998 2.047 0.008 0.020 -0.028
H 1.600 3.959 -0.018 0.095 -0.117 -0.023
C -2.202 3.021 1.569 -0.218 0.686 -0.032
O -0.272 -1.403 -0.677 0.265 0.162 -0.468
C 2.673 -0.728 -0.436 0.089 0.072 -0.285
C 1.065 -5.636 -2.837 0.366 -0.037 -0.231
H -3.566 1.874 2.770 -0.052 -0.078 -0.060
C -1.472 1.926 -1.948 -0.109 0.019 -0.070
C -3.618 1.647 -2.381 0.039 0.147 -0.010
C 0.021 -1.557 -1.919 -0.269 -0.286 0.060
C 2.073 -1.104 1.766 0.530 -0.354 -0.997
H 0.917 -0.829 6.277 0.036 -0.029 -0.004
O 2.912 -6.013 -4.797 -0.115 -0.200 0.053
C -2.522 2.379 -2.783 0.081 -0.080 0.025
F -1.843 -0.268 2.917 0.134 -0.070 -0.209
C -3.399 2.134 1.720 0.222 0.011 0.090
O 0.414 3.148 -2.672 0.056 -0.177 0.267
C -2.181 4.396 1.772 -0.400 -0.579 0.025
H 1.918 -2.454 -3.689 -0.058 0.048 0.021
C -0.858 4.816 1.572 0.652 -0.220 -0.074
C 0.084 -5.357 -1.905 -0.126 0.139 0.062
H 1.864 4.360 1.677 0.008 -0.063 0.049
C -2.568 3.384 -3.876 -0.154 0.033 -0.021
H 1.919 -2.054 4.360 -0.005 0.028 0.076
H -4.629 1.673 -2.751 0.002 -0.055 0.023
H 3.886 -2.202 -1.419 -0.055 0.006 -0.046
H 2.640 -2.996 2.606 0.080 -0.010 -0.022
N 2.814 -4.879 -4.365 0.493 -0.074 -0.467
H -0.441 -6.163 -1.409 0.027 -0.036 -0.033
O 3.580 -3.984 -4.661 0.034 0.226 0.036
C 1.740 -4.580 -3.444 -0.822 0.147 0.709
C 0.414 0.882 5.075 0.195 -0.401 0.169
C -0.225 -4.038 -1.596 0.146 -0.159 -0.013
H 0.000 1.456 5.892 -0.026 0.061 -0.057
O 0.699 1.617 -1.079 0.014 0.113 -0.361
O -1.437 3.978 -4.187 -0.178 0.239 -0.112
H 1.342 -6.646 -3.097 -0.030 -0.037 0.026
H -0.967 -3.805 -0.843 0.011 0.054 0.000
C 0.414 1.380 3.786 -0.160 0.377 -0.008
C 0.424 -2.992 -2.241 -0.240 0.107 0.192
C 1.490 -1.070 4.226 0.222 -0.307 -0.468
O -0.021 -0.753 -2.840 0.210 0.082 0.167
N -1.922 1.014 -1.108 0.332 0.123 0.010
C 3.315 -2.776 0.583 0.111 0.089 -0.329
C 1.475 -0.495 2.957 -0.527 0.639 0.878
C 1.410 -3.257 -3.173 0.258 -0.205 -0.257
C 2.685 -2.355 1.736 -0.290 0.190 0.416
O -3.612 3.628 -4.444 0.049 -0.056 -0.016
C 3.357 -1.928 -0.517 0.022 -0.143 0.263
C -0.115 3.685 1.248 -0.336 0.680 0.364
Ru -0.168 0.531 0.531 1.039 2.062 -0.672
F -0.874 -1.950 1.959 -0.049 0.172 0.058
H -0.688 3.707 -3.564 0.153 -0.134 -0.080
N 2.028 -0.343 0.657 0.121 -0.195 0.434
N -0.947 2.590 1.236 0.448 -0.513 -0.060
H -3.726 0.150 -0.878 -0.025 -0.005 0.121
H 2.626 -0.047 -1.279 -0.166 -0.011 0.021
C -0.011 2.271 -1.907 -0.029 0.135 -0.237
H -4.291 2.644 1.351 -0.017 -0.038 -0.016
H 0.000 2.359 3.565 -0.092 -0.085 -0.136
N 0.905 0.707 2.753 0.314 -0.551 0.150
F -2.596 -1.005 1.017 0.160 -0.076 0.177
C 0.938 -0.388 5.289 -0.163 0.393 0.048
H -0.467 5.821 1.647 0.009 -0.007 0.010
N -3.212 0.855 -1.376 -0.038 -0.068 -0.150
H 3.779 -3.752 0.536 0.007 0.001 0.038
C -1.408 -0.706 1.683 -2.092 -1.742 1.210
H -3.271 1.205 1.173 -0.103 -0.013 0.042
C 1.366 3.658 1.005 -0.229 -0.068 -0.252
H 1.774 2.661 1.162 0.139 0.018 0.015
```
Forces are in eV/Å.

A molecular structure, C29H24AlN3O3S2Sb, computed with ωB97M-V/def2-TZVPD.

charge	+1
ΔE to the lowest compared entry with this formula, charge and spin	0.000	eV
frontier orbital gap	0.2796	Eh
HOMO level	-10.6	eV
LUMO	-3.0	eV

The geometry in XYZ format:
```
63
Properties=species:S:1:pos:R:3:forces:R:3
H -1.652 -4.091 0.926 0.022 0.143 0.156
C 1.202 -2.463 -2.042 0.067 -0.128 0.520
H -2.416 -4.850 3.130 -0.163 -0.096 0.116
C 1.277 -0.668 3.095 0.333 -0.334 0.308
N 0.945 -0.009 2.162 -0.324 0.635 -0.953
C 0.166 7.277 0.594 0.375 -0.250 -0.588
C 3.094 -3.672 -1.205 0.437 0.002 -0.576
H 5.820 1.840 -2.473 0.022 0.057 0.161
C 1.376 -3.010 0.323 -0.067 -0.134 -0.413
C -1.885 -3.357 1.697 -0.106 -0.463 0.416
C -2.687 -2.861 3.919 0.008 -0.068 0.181
H 0.811 8.094 0.272 -0.208 -0.132 0.192
O 1.723 5.854 -0.435 -0.414 0.019 0.184
H -4.023 -0.665 -1.079 0.141 -0.101 -0.201
Sb -0.974 -1.220 -0.339 -0.210 -0.105 0.158
H -3.083 -3.194 4.865 0.032 -0.109 0.167
C -1.739 -2.000 1.464 0.055 0.164 -0.243
C 2.397 -3.123 -2.268 -0.345 0.261 -0.572
H -2.738 6.518 2.176 -0.209 0.243 0.033
H -1.295 8.474 1.520 -0.218 0.302 0.140
C -0.234 4.864 0.641 0.646 0.318 -0.316
O -0.372 2.506 1.121 -0.456 0.262 -0.116
C -2.048 -3.098 -2.416 -0.020 -0.130 -0.164
C -2.081 -1.083 2.445 -0.112 0.075 0.502
C 0.703 -2.434 -0.742 -0.562 0.540 0.046
C 0.236 3.489 0.463 -0.589 0.398 0.206
N 1.615 1.909 -0.238 -0.493 -0.749 0.049
C 2.590 -3.618 0.073 0.188 -0.238 0.652
H -2.007 -0.020 2.262 0.049 0.161 -0.022
H -2.749 -4.714 -3.639 -0.137 0.525 0.164
C 2.764 1.591 -0.730 0.408 0.088 0.076
C 0.556 5.987 0.239 0.232 -0.751 0.095
S 3.849 2.739 -1.441 0.141 -0.373 -0.052
C -4.327 -3.355 -3.089 -0.505 -0.204 -0.444
H 3.137 -4.060 0.896 0.047 -0.030 -0.038
C -4.685 -2.230 -2.387 0.234 0.668 0.733
H 5.805 1.503 -0.708 0.072 0.116 0.023
C 4.589 0.163 -1.889 -0.633 0.543 0.209
Al 0.299 0.929 0.807 0.534 0.074 -0.026
H 1.873 4.903 -0.608 -0.026 0.142 0.022
H -5.102 -3.902 -3.606 0.045 -0.163 -0.078
C -3.014 -3.782 -3.122 0.053 -0.934 -0.327
O 1.635 -1.321 3.985 -0.007 -0.228 0.322
H 4.052 -4.129 -1.400 0.085 -0.199 0.067
C -2.415 -1.955 -1.728 0.949 0.374 0.615
H 5.279 -0.659 -1.803 0.345 -0.258 0.078
H -1.046 -3.494 -2.379 0.082 0.045 -0.022
N 1.250 3.241 -0.300 0.633 0.306 -0.190
H -2.828 -0.774 4.403 -0.184 0.467 0.700
H -2.040 4.251 1.613 0.108 0.115 -0.018
H 4.095 0.135 -2.861 0.063 -0.051 0.016
C -1.430 5.097 1.311 -0.297 0.454 0.336
H 0.660 -1.978 -2.844 0.088 -0.067 -0.111
H 0.950 -3.028 1.312 -0.023 0.134 0.226
C -2.347 -3.790 2.947 0.271 0.291 -0.705
C 5.217 1.520 -1.621 -0.270 0.026 -0.351
C -1.015 7.471 1.266 -0.223 -0.331 0.150
S 3.320 -0.040 -0.591 0.148 -0.310 -0.178
C -1.826 6.390 1.622 0.238 -0.457 -0.093
C -3.717 -1.512 -1.694 -0.441 0.169 0.139
H -5.701 -1.897 -2.262 -0.290 -0.131 -0.342
H 2.734 -3.189 -3.298 0.311 -0.088 0.175
C -2.542 -1.502 3.689 0.067 -0.506 -1.191
```
Forces are in eV/Å.

A molecular structure, C29H24AsBINOTi, computed with ωB97M-V/def2-TZVPD.

spin multiplicity	2
charge	+1
frontier orbital gap (alpha / beta)	0.2915 / 0.2945	Eh
HOMO level (alpha / beta)	-11.1 / -11.2	eV
expectation value of S²	0.753
LUMO (alpha / beta)	-3.2 / -3.2	eV

The geometry in XYZ format:
```
59
Properties=species:S:1:pos:R:3:forces:R:3
C 1.056 1.607 -1.273 -0.039 -0.103 -0.006
C 1.075 0.965 -0.039 -0.060 -0.273 0.027
C 0.919 -3.382 1.257 -0.037 0.061 -0.048
H 0.703 -5.319 2.142 -0.020 0.001 -0.008
C 1.220 1.686 1.139 -0.065 -0.181 0.076
C 3.584 -0.857 -1.711 -0.132 -0.044 -0.012
C 1.305 3.713 -0.149 -0.024 -0.020 -0.018
H -6.111 -2.708 -2.309 0.023 -0.143 -0.068
C -2.543 3.401 0.899 -0.021 0.022 0.022
O 0.299 -1.582 -1.392 1.211 -0.047 0.131
Ti -1.514 -1.395 -1.473 -0.549 -0.260 0.246
C 1.324 3.067 1.077 0.007 0.077 0.041
H 2.921 -0.459 -2.468 0.064 0.015 -0.043
As 1.211 -0.955 -0.094 1.793 0.318 0.832
C 5.781 -1.504 -0.988 -0.016 -0.014 0.037
H 5.930 -2.306 0.996 -0.008 0.002 -0.001
H -5.713 -0.777 -2.684 0.009 0.082 -0.057
C 5.271 -1.901 0.239 0.082 0.000 0.003
C -2.191 2.678 -2.732 0.036 0.036 -0.046
C 0.543 -1.495 2.730 0.008 0.132 -0.082
H 0.477 -0.427 2.893 -0.051 -0.104 0.049
C 4.939 -0.985 -1.964 0.014 0.025 -0.037
H -2.909 0.797 3.022 0.041 0.040 0.016
H -2.213 3.198 -3.682 0.022 0.043 0.033
C -2.005 0.572 -1.526 -0.331 0.478 0.279
C -2.010 1.281 -2.708 0.050 -0.034 0.218
H 1.435 3.636 1.990 -0.001 -0.009 -0.005
C 1.165 2.985 -1.324 0.002 0.044 0.017
C 0.652 -4.251 2.302 0.024 0.005 0.011
H -2.393 4.449 -1.565 -0.043 -0.012 -0.004
H 0.042 -1.988 4.751 0.009 0.000 -0.009
I -2.703 -1.546 1.030 0.215 1.311 -0.178
H 1.147 3.493 -2.279 0.004 -0.020 -0.011
H 0.117 -4.425 4.368 0.020 0.014 0.011
B -5.432 -1.758 -2.044 -0.390 0.161 0.151
C -2.311 3.368 -1.559 0.020 0.118 -0.111
H -2.846 3.278 3.007 -0.014 0.010 -0.012
H 3.510 -2.089 1.457 0.072 -0.018 0.014
H 6.840 -1.599 -1.187 -0.004 -0.004 -0.001
H 1.409 4.789 -0.194 -0.029 -0.004 0.015
C 3.915 -1.780 0.501 -0.209 0.016 0.019
H -5.414 -1.523 -0.856 -0.012 0.024 0.049
C 0.288 -2.374 3.771 -0.028 0.008 0.086
C -2.362 2.698 -0.315 0.051 -0.259 0.109
C -2.698 1.328 2.104 0.008 -0.197 0.055
H 1.171 -3.760 0.273 -0.006 -0.081 0.029
H -1.859 0.763 -3.651 -0.007 0.012 -0.024
C -2.269 1.275 -0.312 -0.037 0.240 -0.221
H 5.342 -0.677 -2.919 -0.014 -0.009 -0.003
C 0.333 -3.744 3.556 -0.004 -0.031 -0.025
C 0.850 -2.008 1.477 -0.062 0.217 -0.337
C 3.077 -1.260 -0.479 -0.308 -0.049 -0.085
N -2.829 -2.237 -2.547 -1.357 -0.844 -0.988
C -2.480 0.659 0.940 -0.223 -0.848 0.277
C -3.975 -2.053 -2.359 0.280 -0.211 -0.313
H 1.262 1.184 2.097 0.042 0.119 -0.048
H -2.593 4.483 0.866 0.008 -0.005 0.023
C -2.691 2.738 2.083 0.014 0.137 -0.024
H 0.953 1.031 -2.184 -0.028 0.056 -0.050
```
Forces are in eV/Å.

| no. | E (a.u.) |
| --- | --- |
| 1 | -2443.85582 |
| 2 | -2788.46407 |
| 3 | -4657.03566 |